The following is a quantum chemistry calculation of a cluster of 22 separate species, C66H187N11O33 in total in a non-equilibrium geometry, from OMol25.

Atoms and positions in Å:
1 C 4.51888 -5.98751 -8.08541
2 O 4.22502 -7.24781 -8.75361
3 C 3.59974 -8.17021 -7.86407
4 C 3.15377 -9.45298 -8.66277
5 N 2.47939 -9.09093 -9.87117
6 C 2.28784 -10.18948 -10.89188
7 C 1.78228 -9.58548 -12.26062
8 O 2.70099 -8.69142 -12.86983
9 C 3.84978 -9.31046 -13.46158
10 H 4.85123 -6.14157 -7.05880
11 H 3.76375 -5.20194 -8.11247
12 H 5.31766 -5.51398 -8.65622
13 H 2.74661 -7.70397 -7.37122
14 H 4.27684 -8.39604 -7.04028
15 H 2.48172 -10.03641 -8.03344
16 H 4.03677 -10.03006 -8.93736
17 H 3.08610 -8.39104 -10.27386
18 H 1.57932 -10.90752 -10.47894
19 H 3.18899 -10.79803 -10.96743
20 H 0.80622 -9.11474 -12.14306
21 H 1.59560 -10.35491 -13.00977
22 H 3.49526 -10.03783 -14.19188
23 H 4.46906 -9.92474 -12.80794
24 H 4.44745 -8.55113 -13.96586
25 C -2.65211 0.35966 5.78919
26 O -3.79648 0.79698 6.51531
27 C -4.22880 2.16729 6.14433
28 C -4.75125 2.38834 4.66607
29 N -6.20436 2.01775 4.44410
30 C -6.29508 0.52191 4.38853
31 C -7.74693 0.05130 4.54487
32 O -8.33098 0.61522 5.70861
33 C -9.64945 0.11520 5.93508
34 H -1.76828 0.99080 5.88193
35 H -2.83384 0.07409 4.75308
36 H -2.31823 -0.59529 6.19503
37 H -3.44059 2.85982 6.43965
38 H -5.04346 2.51950 6.77709
39 H -4.04552 2.00522 3.92900
40 H -4.63969 3.45377 4.46477
41 H -6.79370 2.19901 5.24406
42 H -5.65098 0.07462 5.14561
43 H -6.00295 0.24784 3.37480
44 H -7.70982 -1.02362 4.36801
45 H -8.29229 0.44737 3.68824
46 H -10.12064 0.67058 6.74601
47 H -9.53324 -0.92159 6.25079
48 H -10.29984 0.11175 5.06039
49 C 8.28355 5.37309 -4.35973
50 O 8.32176 6.70679 -3.81605
51 C 8.92537 7.65444 -4.68767
52 C 9.42429 8.85086 -3.91826
53 N 10.55154 8.68493 -3.04785
54 C 10.69848 9.88488 -2.27469
55 C 11.66922 9.72533 -1.13715
56 O 11.20714 8.81642 -0.13475
57 C 10.45398 9.50926 0.85332
58 H 7.80126 4.77387 -3.58745
59 H 9.30205 4.99200 -4.43402
60 H 7.77495 5.37198 -5.32380
61 H 8.16579 7.96227 -5.40626
62 H 9.78600 7.26829 -5.23384
63 H 8.53689 9.15844 -3.36506
64 H 9.57114 9.72784 -4.54867
65 H 10.37841 7.96238 -2.36372
66 H 9.80636 10.38297 -1.89507
67 H 11.19065 10.64595 -2.88020
68 H 11.99725 10.66092 -0.68420
69 H 12.61437 9.31864 -1.49690
70 H 10.23315 8.93787 1.75489
71 H 9.60478 10.06971 0.46234
72 H 11.16831 10.19515 1.30872
73 C -5.81232 14.80550 -0.54091
74 O -5.58157 13.70372 0.33214
75 C -6.66586 13.06358 0.97399
76 C -6.07737 12.03216 1.96508
77 N -5.13114 11.04492 1.44540
78 C -5.81278 10.03144 0.64776
79 C -4.74589 9.42248 -0.36243
80 O -4.04971 10.38759 -1.22204
81 C -4.89581 10.97823 -2.19950
82 H -6.22097 15.70275 -0.07611
83 H -6.57960 14.46566 -1.23653
84 H -4.97328 15.23381 -1.08924
85 H -7.34269 12.70123 0.20023
86 H -7.34049 13.75634 1.47705
87 H -6.87417 11.55013 2.53152
88 H -5.50131 12.60734 2.68995
89 H -4.60679 11.59027 0.77626
90 H -6.67837 10.37280 0.08001
91 H -6.17002 9.22264 1.28519
92 H -5.30315 8.75091 -1.01554
93 H -3.99751 8.87207 0.20772
94 H -4.41959 10.81486 -3.16626
95 H -5.11385 12.03650 -2.05589
96 H -5.79721 10.39558 -2.38951
97 C 0.85685 -0.39662 -0.79167
98 O -0.53908 -0.19296 -1.00869
99 C -0.89930 0.61738 -2.15835
100 C -2.41930 0.47816 -2.38514
101 N -2.92094 -0.83737 -2.36326
102 C -4.36105 -0.92664 -2.46067
103 C -4.77191 -2.39061 -2.14903
104 O -4.48213 -2.65204 -0.79292
105 C -5.00069 -3.85153 -0.36922
106 H 1.18576 -0.93195 0.09903
107 H 1.38360 0.55495 -0.86349
108 H 1.15549 -1.06869 -1.59617
109 H -0.28326 0.21912 -2.96456
110 H -0.48552 1.61528 -2.01314
111 H -2.63515 1.02928 -3.30043
112 H -2.89738 1.06874 -1.60363
113 H -2.54987 -1.32405 -1.55980
114 H -4.72344 -0.61345 -3.43980
115 H -4.83209 -0.18324 -1.81758
116 H -4.11622 -3.07315 -2.68969
117 H -5.79136 -2.63145 -2.45039
118 H -4.99629 -3.87410 0.72054
119 H -4.48702 -4.69329 -0.83366
120 H -6.07783 -3.90097 -0.52862
121 C 10.85311 3.38843 1.89403
122 O 11.22656 2.16644 1.32322
123 C 12.38095 2.13262 0.52116
124 C 13.73624 2.35880 1.25621
125 N 14.00149 1.34125 2.22735
126 C 15.23473 1.62049 2.92199
127 C 15.51365 0.64578 4.09315
128 O 14.51211 0.78120 5.11102
129 C 15.10315 0.40325 6.37619
130 H 9.99905 3.21317 2.54823
131 H 10.65117 4.15315 1.14401
132 H 11.60373 3.87166 2.51946
133 H 12.21415 2.77168 -0.34596
134 H 12.30071 1.13415 0.09137
135 H 14.00182 3.39398 1.47062
136 H 14.56923 2.18380 0.57531
137 H 13.22066 1.11470 2.82658
138 H 15.16550 2.62412 3.34157
139 H 16.06362 1.55705 2.21699
140 H 16.58596 0.68157 4.28545
141 H 15.46361 -0.38777 3.75055
142 H 16.08588 0.85441 6.51327
143 H 15.33562 -0.66026 6.43093
144 H 14.54913 0.61678 7.29029
145 C 2.86541 -17.45145 -3.40002
146 O 3.23040 -16.06608 -3.39045
147 C 4.60725 -15.83439 -2.88752
148 C 4.78133 -14.29599 -2.75717
149 N 3.67418 -13.53834 -2.11510
150 C 3.55213 -13.74917 -0.66374
151 C 2.12781 -13.21825 -0.30324
152 O 1.03123 -13.80258 -1.06325
153 C -0.19950 -13.19635 -0.76458
154 H 3.23476 -17.81059 -2.43945
155 H 3.49344 -17.96647 -4.12694
156 H 1.80605 -17.58812 -3.61726
157 H 5.38506 -16.32095 -3.47606
158 H 4.67981 -16.15107 -1.84707
159 H 5.05299 -13.83294 -3.70579
160 H 5.64494 -14.18095 -2.10215
161 H 2.81103 -13.90910 -2.48607
162 H 4.39085 -13.22163 -0.20951
163 H 3.63635 -14.81393 -0.44629
164 H 2.07988 -12.13458 -0.41027
165 H 1.98119 -13.42992 0.75591
166 H -0.95067 -13.79208 -1.28317
167 H -0.23171 -12.15351 -1.08007
168 H -0.44765 -13.26975 0.29425
169 C -9.07164 -8.05626 14.69906
170 O -8.57507 -7.06617 13.90084
171 C -9.57879 -6.26699 13.25618
172 C -8.97595 -5.16587 12.39131
173 N -8.29533 -5.82414 11.27677
174 C -7.36634 -4.90969 10.59061
175 C -6.57899 -5.72455 9.64770
176 O -5.84464 -6.57274 10.43938
177 C -4.87198 -7.18229 9.70167
178 H -9.56312 -7.68571 15.59864
179 H -8.29774 -8.77378 14.97171
180 H -9.78287 -8.66513 14.14092
181 H -10.21579 -5.79582 14.00472
182 H -10.31124 -6.89923 12.75428
183 H -8.37804 -4.53351 13.04761
184 H -9.83415 -4.60493 12.02128
185 H -7.61932 -6.47635 11.64790
186 H -6.70156 -4.49890 11.35049
187 H -7.80779 -4.06360 10.06398
188 H -5.98780 -5.02331 9.05875
189 H -7.25880 -6.19062 8.93445
190 H -4.20865 -7.60114 10.45841
191 H -4.30664 -6.50714 9.05928
192 H -5.30054 -7.97476 9.08812
193 C -1.02092 8.61344 -8.51279
194 O -2.07341 9.23879 -9.24026
195 C -2.64180 8.35756 -10.19155
196 C -3.75301 9.09439 -10.94978
197 N -4.87900 9.65062 -10.12009
198 C -5.77037 10.51986 -10.93668
199 C -6.64924 11.47047 -10.09103
200 O -5.85241 11.97245 -9.02543
201 C -6.67999 12.64687 -8.14832
202 H -0.25610 8.33549 -9.23798
203 H -1.46221 7.82931 -7.89757
204 H -0.48988 9.32071 -7.87570
205 H -3.10710 7.48173 -9.73930
206 H -1.89955 8.06629 -10.93473
207 H -4.15086 8.38207 -11.67258
208 H -3.34472 9.89413 -11.56768
209 H -4.42121 10.20352 -9.40958
210 H -6.34498 9.91640 -11.63936
211 H -5.27396 11.15183 -11.67308
212 H -7.43975 10.88711 -9.61894
213 H -7.19358 12.17949 -10.71479
214 H -6.02597 12.91021 -7.31705
215 H -7.60485 12.11187 -7.93264
216 H -7.05478 13.58901 -8.54833
217 C 0.73705 -11.33903 9.03350
218 O 1.39424 -11.06996 7.79225
219 C 2.82351 -10.74811 7.82179
220 C 2.89232 -9.18636 7.95020
221 N 2.70368 -8.72825 6.58354
222 C 2.74502 -7.29694 6.46808
223 C 2.64573 -6.87979 4.98541
224 O 1.24130 -6.81811 4.67721
225 C 0.86658 -6.51432 3.30787
226 H -0.34706 -11.28972 8.93164
227 H 1.04903 -10.58500 9.75613
228 H 1.02542 -12.34692 9.33199
229 H 3.40313 -11.16290 6.99711
230 H 3.27774 -11.14995 8.72750
231 H 3.86447 -8.88199 8.33799
232 H 2.21767 -8.60875 8.58212
233 H 1.82036 -8.97693 6.16164
234 H 3.64382 -6.88062 6.92297
235 H 1.87663 -6.85042 6.95245
236 H 3.03553 -7.62618 4.29327
237 H 3.11398 -5.90806 4.82863
238 H 1.44360 -7.02257 2.53533
239 H 0.90573 -5.44601 3.09509
240 H -0.18868 -6.74989 3.16996
241 C 4.07843 11.01729 0.92327
242 O 4.18186 9.86591 1.79663
243 C 2.96344 9.24264 2.08544
244 C 3.31075 8.26482 3.17414
245 N 3.66259 9.00732 4.38226
246 C 4.36247 8.10712 5.30386
247 C 4.74108 8.87253 6.54978
248 O 5.66787 9.94659 6.18618
249 C 6.10602 10.71185 7.31202
250 H 3.20847 11.61881 1.18681
251 H 4.06730 10.71117 -0.12280
252 H 4.94656 11.63896 1.14229
253 H 2.58720 8.79361 1.16624
254 H 2.20177 9.93578 2.44254
255 H 4.07583 7.63343 2.72235
256 H 2.54536 7.55173 3.48041
257 H 4.26068 9.78196 4.13264
258 H 5.25737 7.83731 4.74310
259 H 3.66619 7.28973 5.49137
260 H 5.22562 8.15883 7.21607
261 H 3.89064 9.36935 7.01671
262 H 6.71270 10.08873 7.96911
263 H 5.29600 11.18428 7.86769
264 H 6.69768 11.51985 6.88170
265 O -9.03328 -8.86849 -4.14256
266 H -8.08170 -8.93319 -4.22339
267 H -9.34064 -9.77351 -4.19452
268 O -12.56500 -8.30153 2.37757
269 H -12.48689 -8.54600 3.29973
270 H -12.29839 -9.08584 1.89796
271 O -12.45731 -4.81544 -4.42173
272 H -11.68948 -5.38691 -4.43058
273 H -12.64276 -4.67701 -3.49292
274 O -9.75443 4.04529 -4.59836
275 H -9.52022 4.05552 -3.67031
276 H -10.07906 3.15840 -4.75419
277 O -14.33794 -3.99535 -0.10117
278 H -14.10122 -4.82745 0.30847
279 H -15.29301 -3.96369 -0.04570
280 O -2.16372 -2.21375 -7.56810
281 H -2.13430 -1.65985 -6.78800
282 H -3.08253 -2.20204 -7.83623
283 O -6.81311 -2.17532 -9.19258
284 H -7.12030 -1.39315 -9.65092
285 H -7.34328 -2.88719 -9.55089
286 O -11.38895 -0.29435 -5.60937
287 H -11.47407 -1.06363 -5.04616
288 H -11.44416 -0.64147 -6.49970
289 O -9.38395 4.01854 0.32486
290 H -9.06246 3.80494 1.20079
291 H -10.18643 3.50509 0.23194
292 O 1.88490 0.32113 -9.14728
293 H 2.29786 0.05234 -9.96793
294 H 1.11263 -0.23943 -9.07239
295 O 8.78685 -0.56993 3.25279
296 H 8.71779 -0.00861 2.48053
297 H 8.40795 -0.05035 3.96180

Force components x, y, z for each atom (eV/Å):
C 0.6 -0.4 -1.0
O -0.1 1.0 1.0
C -0.5 -0.4 -0.7
C 0.5 0.6 0.7
N -0.7 0.0 -1.6
C -0.2 1.3 0.6
C 0.8 -1.0 0.4
O 0.6 0.4 0.5
C -1.0 -0.4 -0.2
H 0.0 -0.1 0.0
H -0.9 -0.6 0.1
H 0.3 -0.3 0.1
H -0.4 0.1 -0.3
H 0.3 -0.5 -0.1
H 0.2 -0.2 0.2
H 0.4 -0.4 0.5
H -0.2 0.3 -0.5
H -0.5 0.2 -0.2
H 0.5 0.1 -0.5
H 0.3 0.5 0.3
H 0.0 -0.7 0.2
H -0.1 0.0 -0.5
H 0.1 0.4 0.6
H -0.2 0.0 0.2
C 0.0 -0.8 0.4
O -0.3 1.5 -0.8
C 0.1 -0.7 -0.7
C -0.6 0.6 1.4
N 1.6 -1.5 -0.3
C -0.7 0.9 -0.3
C 0.9 1.3 -1.0
O -0.3 -0.7 -0.2
C 0.7 -0.5 0.4
H -0.2 0.6 -0.1
H -0.3 0.6 -0.3
H -0.3 0.0 0.6
H 0.5 0.0 -0.6
H -0.2 -0.9 0.3
H -0.5 -0.8 -0.1
H -0.3 0.3 0.3
H 0.3 0.9 0.4
H 0.0 -0.3 0.0
H 0.3 -0.4 0.1
H -0.5 -0.4 1.0
H -0.2 0.1 -0.3
H 0.2 0.1 -0.1
H -0.3 -0.2 0.1
H 0.1 0.3 -0.3
C 0.4 1.0 1.0
O 0.5 -0.3 -0.2
C 0.5 -0.1 -0.2
C -1.8 0.3 0.1
N 0.0 -0.2 0.4
C 1.6 1.4 0.3
C 0.7 -0.9 0.4
O -0.6 0.0 0.1
C 1.4 0.6 0.6
H -0.3 0.0 -0.4
H 0.1 0.0 -0.4
H -0.1 -0.3 0.0
H 0.0 0.2 -0.2
H 0.0 -0.6 -0.1
H -0.3 0.2 0.6
H 0.4 -0.3 -0.5
H -0.2 -0.5 -0.1
H -0.7 -0.4 0.0
H -0.1 0.2 -0.5
H -0.5 0.4 0.1
H -0.1 -0.4 -0.3
H -0.5 -0.9 -0.7
H -0.2 -0.2 0.0
H -0.1 0.8 -0.1
C -1.6 -0.3 0.1
O 1.6 0.8 0.1
C -0.3 0.2 -0.6
C 0.1 0.6 0.3
N -1.3 0.4 -0.6
C 1.8 -0.6 -1.0
C -0.9 0.9 0.0
O -1.1 -0.5 1.3
C 0.3 -1.0 -0.9
H -0.3 -0.1 0.8
H 0.0 0.2 -0.5
H 0.6 -1.1 0.2
H 0.1 -0.9 -0.3
H 0.3 0.4 0.6
H -0.1 -0.1 -0.1
H -0.1 0.2 0.1
H 0.7 0.0 -0.1
H -0.1 0.4 -0.1
H 0.1 -0.1 0.1
H 0.1 -0.3 -0.1
H 0.1 0.2 -0.2
H 0.5 0.6 -0.1
H 0.0 -0.1 0.3
H -0.5 0.1 0.7
C -0.3 0.0 -1.7
O -0.6 0.2 1.2
C 1.1 -1.8 0.7
C 1.2 1.9 0.6
N 0.4 -1.1 -0.9
C 0.0 -0.8 0.2
C 1.0 0.8 -0.3
O -0.2 1.3 0.1
C -0.9 -0.4 0.9
H -1.0 0.3 0.5
H 0.2 0.0 0.0
H 0.6 0.2 -0.3
H -0.3 -0.2 -0.6
H -0.7 0.5 0.1
H -0.2 -0.3 -0.4
H -0.2 0.4 0.4
H -0.2 -0.1 0.1
H 0.3 -0.4 -0.4
H -0.4 -0.2 0.7
H 0.0 0.1 -0.7
H -0.3 0.2 0.4
H 0.8 -0.2 0.1
H 0.0 -0.3 0.1
H -0.3 -0.2 -0.7
C 0.3 0.6 0.2
O -0.2 -0.2 0.9
C 0.3 -0.1 -0.1
C -0.1 -0.8 -1.8
N -0.3 -0.4 0.4
C -0.6 -0.9 1.3
C -0.9 -0.5 -1.9
O 1.7 0.3 1.4
C 0.6 -0.3 -0.1
H -0.1 0.0 -0.3
H -0.5 0.0 -0.3
H 0.5 -0.4 0.2
H 0.4 0.7 0.0
H 0.7 -0.2 0.2
H -0.8 0.5 1.1
H -0.3 -0.1 -1.1
H 0.0 0.3 0.3
H 0.5 0.4 0.2
H 0.1 0.1 -0.1
H 0.0 0.9 1.3
H -0.4 -0.2 -0.5
H 0.0 0.5 -0.2
H -0.3 -0.4 -0.4
H -0.7 0.4 -0.6
C 1.7 0.8 0.3
O 1.3 0.2 0.1
C -2.3 1.2 0.3
C 0.0 0.0 0.3
N 0.6 -0.9 -0.5
C -1.2 0.0 -1.8
C 0.2 -0.2 0.6
O 1.8 0.1 0.4
C -0.1 -0.5 0.0
H -0.8 -0.7 0.3
H -0.2 -0.2 -0.4
H 0.2 0.2 0.3
H -0.1 0.0 -0.2
H -0.2 -0.8 0.0
H -0.3 0.0 -0.1
H 0.3 0.2 0.0
H -0.2 0.1 -0.4
H -0.4 0.2 0.6
H -0.1 -0.2 0.5
H 0.2 0.1 -0.2
H -0.3 -0.1 0.2
H 0.0 0.3 -0.2
H 0.0 0.1 -0.1
H 0.1 0.1 0.3
C -0.7 -1.4 0.3
O 0.6 1.7 -1.3
C -0.3 0.0 1.1
C -0.7 -2.0 0.1
N 0.3 1.5 -0.2
C -0.9 0.3 0.6
C -0.8 1.6 -0.5
O -0.2 0.3 0.2
C 1.3 -1.5 0.2
H -0.1 0.1 0.2
H 0.3 0.4 0.1
H -0.5 -0.1 -0.1
H 0.1 0.3 0.6
H 0.4 -0.3 -0.7
H 0.4 0.2 -0.1
H 0.1 0.3 -0.1
H -0.4 -0.6 0.5
H 0.4 0.4 -0.1
H -0.6 -0.1 0.1
H 0.7 -0.1 -0.1
H 0.0 -0.7 0.0
H 0.3 -0.3 -0.4
H 0.0 0.3 0.0
H 0.1 -0.2 -0.2
C -0.2 0.7 -0.5
O 0.1 0.0 0.2
C -1.1 1.2 -0.2
C -0.8 0.3 0.1
N 0.6 -0.2 -1.1
C 0.3 0.3 0.1
C 0.5 -2.3 0.2
O -0.5 0.0 -1.6
C 0.2 1.2 0.6
H 0.0 -0.9 0.1
H 0.5 -0.4 -0.1
H -0.6 0.3 0.1
H 0.3 -0.2 0.4
H 0.2 -0.3 0.0
H -0.2 -0.2 0.0
H 0.4 0.2 0.0
H -0.2 0.3 0.2
H -0.6 -0.4 0.5
H 1.0 0.3 0.2
H -0.2 -0.3 0.1
H 0.5 0.7 0.0
H -0.6 -0.2 0.5
H 0.2 -0.5 0.6
H 0.1 0.4 -0.4
C 1.3 0.2 -0.5
O 0.4 -0.3 -1.1
C -1.9 1.4 2.9
C 0.4 -0.9 -1.8
N 1.0 0.7 -0.4
C 0.0 0.4 -1.2
C -1.0 0.0 0.0
O -0.6 0.2 -0.9
C 0.0 0.3 0.9
H 0.1 0.1 -0.4
H 0.0 -0.1 0.4
H -0.1 0.0 0.5
H -0.6 0.4 -0.4
H -0.1 -0.4 0.2
H 0.4 0.0 -0.5
H -0.7 -1.0 0.7
H -0.2 -0.7 0.5
H 0.1 -0.1 0.0
H -0.1 0.4 0.3
H 0.7 0.0 0.3
H 0.1 0.1 -0.1
H 0.2 -0.3 0.2
H 0.4 0.3 0.2
H 0.1 -0.4 0.3
C 0.3 -0.7 1.1
O 0.5 1.6 -0.6
C -0.5 -0.3 -0.2
C -0.4 0.0 0.2
N -0.4 -0.5 -0.3
C -0.3 1.9 -0.9
C 0.9 0.7 -0.3
O -0.6 -0.8 0.5
C 0.0 -0.2 -1.0
H -0.2 -0.1 -0.2
H -0.1 0.1 0.0
H 0.1 -0.1 -0.2
H -0.2 -0.4 0.0
H 0.0 0.4 0.1
H 0.8 -0.1 0.3
H -0.6 0.2 -0.4
H 0.2 0.0 0.0
H 0.4 -0.9 0.6
H 0.4 -0.3 0.3
H 0.1 0.2 0.5
H -0.3 -0.4 0.1
H 0.1 0.1 0.2
H -0.3 -0.2 0.1
H 0.2 -0.1 0.2
O -0.1 0.2 0.0
H 0.3 0.0 0.0
H -0.1 -0.2 0.0
O -0.1 0.2 -0.1
H 0.0 0.0 0.3
H 0.1 -0.2 -0.2
O -0.1 0.1 -0.2
H 0.2 -0.2 0.0
H -0.1 0.1 0.3
O 0.0 0.2 -0.2
H 0.1 0.1 0.3
H -0.1 -0.3 -0.1
O 0.2 0.2 -0.1
H 0.1 -0.2 0.1
H -0.2 0.0 0.0
O 0.2 -0.1 -0.1
H 0.0 0.1 0.2
H -0.3 0.0 -0.1
O 0.2 0.0 0.2
H 0.0 0.2 -0.1
H -0.1 -0.2 -0.1
O 0.1 0.3 0.1
H 0.0 -0.2 0.2
H 0.0 -0.1 -0.2
O 0.1 0.1 -0.2
H 0.2 0.0 0.2
H -0.2 -0.1 0.0
O 0.1 0.2 0.1
H 0.1 0.0 -0.2
H -0.2 -0.2 0.1
O 0.0 -0.2 0.0
H 0.1 0.1 -0.3
H -0.1 0.1 0.2

spin multiplicity = 1
LUMO = 0.4 eV
relative energy (zero: lowest compared OMol25 entry of this formula, charge and spin) = 210.3 kcal/mol
HOMO = -8.5 eV
frontier orbital gap = 8.867 eV

Atomic partial charges in e from the Mulliken method, atoms 1 to 8: -0.74, -0.34, -0.57, -0.63, -0.38, -0.66, -0.56, -0.34